Record 1
CaI | the ωB97M-V functional and the def2-TZVPD basis

XYZ file:
```
2
Properties=species:S:1:pos:R:3:forces:R:3:mulliken_charge:R:1
Ca -1.163055 0.409995 0.580000 0.2780 -0.0988 -0.1369 1.153
I 1.163055 -0.409995 -0.580000 -0.2780 0.0988 0.1369 -0.153
```
Positions in Å, forces in eV/Å.

Summary:
Charge = +1
Gap between HOMO and LUMO = 7.2 eV
HOMO = -13.4 eV

***

Record 2
C3H4N4O | the ωB97M-V functional and the def2-TZVPD basis

XYZ file:
```
12
Properties=species:S:1:pos:R:3:forces:R:3:mulliken_charge:R:1
C -0.912783 -0.828689 -0.092769 1.7318 -0.6113 -2.1119 0.642
C -0.917719 0.403228 0.455004 1.2786 1.1416 2.6487 -0.451
C 0.394419 1.141694 0.564464 -1.3242 3.1691 -0.4421 0.355
H -2.783183 -1.174318 -0.168193 3.2241 -2.3314 -1.4356 0.389
H -1.532856 0.987477 1.215152 -0.4158 -1.4597 -1.7614 0.269
H 1.288785 2.933996 0.654839 -1.6489 -1.3721 0.3872 0.272
H 0.675264 -1.983264 -1.184308 -0.6987 -3.1100 -1.8436 0.222
N 0.330236 2.455472 0.775816 1.6181 -2.3904 -0.3810 -0.643
N 1.587243 0.523888 0.166349 -0.6091 -1.0831 -1.8899 -0.326
N 1.464752 -0.505345 -0.570576 0.7096 -0.0752 1.8284 -0.394
N 0.320182 -1.277135 -0.657323 0.3411 5.4935 2.5413 0.184
O -1.868550 -1.679929 -0.509695 -4.2066 2.6289 2.4598 -0.520
```
Positions in Å, forces in eV/Å.

Summary:
Gap between HOMO and LUMO = 8.8 eV
SMILES = [H]/N=c1/cc(O)[nH]nn1
HOMO = -8.7 eV

***

Record 3
C34H42Cl2MnNOP3S | the ωB97M-V functional and the def2-TZVPD basis

XYZ file:
```
85
Properties=species:S:1:pos:R:3:forces:R:3:lowdin_spin:R:1
P -2.112843 -1.060613 3.300281 0.3413 0.0773 -1.1457 -0.002
C -1.843541 0.562297 3.889746 -0.1724 2.6786 0.3760 0.000
C -3.153423 0.999621 4.224599 0.1652 -0.0092 1.0370 0.000
H -3.997607 0.536158 3.703203 0.1483 0.0366 0.3817 0.000
C -3.385950 1.782429 5.350798 0.3824 0.1862 -0.5461 0.000
H -4.409478 1.892120 5.725692 0.4816 0.2689 -0.2053 0.000
C -2.277709 2.338467 6.009231 0.2239 -0.3037 -0.0156 0.000
H -2.448401 2.917344 6.916267 0.1845 -0.0964 -0.2249 0.000
C -0.969609 2.129060 5.533880 -0.3640 0.2277 -0.2202 0.000
H -0.141576 2.634442 6.061738 -0.4470 -0.3755 -0.5335 0.000
C -0.736206 1.271594 4.432467 -0.6934 -0.3826 0.2253 0.000
H 0.276800 1.141177 4.021174 -0.4649 -0.2808 0.5428 0.000
C -2.881198 -1.016624 1.692558 1.0001 0.4311 -2.1360 -0.001
C -3.350790 0.108631 0.976021 -0.3454 -0.3385 -0.1150 0.000
H -2.981649 1.118818 1.195364 -0.4064 -0.4201 0.3093 0.000
C -4.309538 -0.080454 -0.033433 -0.0145 -0.0598 -0.1923 0.000
H -4.780265 0.771736 -0.532580 0.3015 -0.1511 0.2124 0.000
C -4.744425 -1.364448 -0.390086 -0.0002 0.1437 0.3689 0.000
H -5.591614 -1.501504 -1.064815 0.3254 0.1105 0.1261 0.000
C -4.127479 -2.473183 0.195341 0.0647 0.2501 -0.0707 0.000
H -4.490873 -3.478021 -0.003322 0.2705 0.1036 -0.2591 0.000
C -3.127693 -2.283507 1.143283 -0.5947 -0.3499 0.2176 0.000
H -2.608499 -3.158510 1.549235 -0.3954 0.2150 0.1487 0.000
C -0.612037 -2.083452 3.341395 -0.2929 -0.5479 0.4948 0.000
C -1.051188 -2.832279 4.446335 -0.0248 -1.0524 0.7683 0.000
H -1.986938 -2.490789 4.948177 1.0679 -0.6804 -0.2020 0.000
C -0.453212 -4.013544 4.850450 0.6415 0.1228 -0.2328 0.000
H -0.914248 -4.566744 5.668382 0.4125 -0.0314 -0.1942 0.000
C 0.697151 -4.432736 4.167044 -0.4925 0.0362 0.1570 0.000
H 1.170254 -5.365781 4.474294 0.0348 0.2807 -0.2373 0.000
C 1.208788 -3.674185 3.105287 -0.1423 0.4795 -0.1304 0.000
H 2.127030 -4.030191 2.620146 -0.4388 0.3257 0.1243 0.000
C 0.568539 -2.482184 2.669519 -0.1902 -0.4653 0.5691 0.000
H 1.029558 -1.882928 1.869727 -0.2497 -0.2758 0.2893 0.000
Mn 2.026225 1.518943 -1.361760 3.0522 2.3833 -3.8889 3.463
C 1.115666 0.080517 -2.638197 0.5401 -0.3304 -0.3156 -0.119
C 0.111316 -0.797568 -2.430277 0.8847 0.1909 -0.6170 0.011
H 1.696724 0.027692 -3.587954 -0.7855 0.2643 0.5050 -0.003
C -0.533215 -1.024006 -1.073840 -2.8141 -0.7096 0.7874 0.008
O -0.333143 -2.346664 -0.636845 0.5533 -0.2618 0.8054 0.006
H -0.410313 -2.415117 0.353890 -0.0809 0.0799 -1.1413 0.000
C 0.095352 -0.015819 -0.297056 1.7897 1.0230 -1.2951 0.021
H -1.643074 -0.847850 -1.087631 0.5959 0.0138 -0.2252 0.004
C 1.044083 0.795191 -0.105192 -5.0667 -3.5627 5.2486 -0.029
Cl 3.245363 2.402544 -3.156420 -0.6990 -0.5247 0.8507 0.038
Cl 2.479015 3.105353 0.273923 0.4030 -0.0328 -0.3880 -0.028
P 0.045253 3.175211 -1.573041 0.0317 0.8724 -0.8994 -0.204
C 0.806703 4.782418 -1.951007 0.3583 -0.2354 0.1564 -0.020
H 1.395397 4.676306 -2.869391 -0.1579 0.1198 0.1671 0.000
H 1.492746 5.016233 -1.127530 -0.2475 0.1080 -0.2984 0.000
H 0.037257 5.557144 -2.043435 0.0944 -0.2059 -0.0782 -0.006
C -0.876536 2.721271 -3.075553 0.1380 -0.4046 0.0185 -0.032
H -1.471578 1.820453 -2.876784 0.0419 0.2337 -0.0630 0.000
H -0.152592 2.488072 -3.864241 -0.1611 0.1444 0.0504 0.000
H -1.533124 3.542153 -3.387763 0.1337 -0.1262 0.0985 -0.008
C -1.266578 3.561254 -0.358426 0.3312 -0.6526 0.5349 -0.026
H -0.817551 3.653933 0.638932 -0.1780 0.0473 -0.1734 0.000
H -2.029048 2.769972 -0.336493 0.2733 0.1626 -0.0116 0.000
H -1.749000 4.511628 -0.625481 0.2807 -0.2331 -0.1136 -0.007
P -0.418437 -1.970816 -3.708289 -0.8364 -0.8760 -0.0685 0.000
C 0.079530 -1.456294 -5.336308 0.3964 0.5706 -0.3795 0.000
C -2.215550 -2.121654 -3.726699 -0.5643 0.2780 0.1371 0.000
H 1.158129 -1.318908 -5.383760 0.0943 -0.0239 0.0255 0.000
H -0.386323 -0.512005 -5.618230 -0.0483 0.0583 0.1531 0.000
H -0.187944 -2.182487 -6.105154 -0.1149 -0.2266 0.2893 0.000
H -2.619145 -2.511125 -2.787689 0.2719 0.0419 0.0839 0.000
H -2.577337 -2.792054 -4.515719 0.4577 0.0366 0.0268 0.000
H -2.696133 -1.155213 -3.905618 0.1792 0.0255 0.0373 0.000
C 0.209895 -3.618391 -3.405171 0.4236 -0.3224 0.1865 0.001
H 1.299318 -3.610068 -3.441550 0.0574 0.0591 0.0164 0.000
H -0.141301 -4.351599 -4.136817 -0.1281 0.3173 -0.0884 0.000
H -0.083886 -3.954996 -2.411421 -0.0468 0.1362 -0.0092 0.000
H 1.141905 1.112850 0.908978 0.5515 0.5942 0.9078 0.009
S 3.644906 -0.383189 -0.132873 -1.6967 -0.3089 -0.3822 -0.061
C 5.005674 0.481961 -0.588364 1.1884 0.8678 -1.0611 0.003
N 5.498153 0.316691 -1.866999 0.0087 0.9553 0.7118 -0.005
C 6.410382 1.165649 -2.404718 -0.1189 -0.5540 0.2003 -0.003
C 6.974583 2.158388 -1.646987 -0.0093 -0.0943 -0.0459 -0.003
C 6.518601 2.338221 -0.341793 -0.0023 -0.5162 0.4083 0.000
C 5.574179 1.486909 0.205616 -0.3014 0.0235 -0.6519 -0.006
H 5.012549 -0.353204 -2.460481 0.2162 0.1499 0.2043 0.000
H 6.644609 0.995973 -3.441844 0.1526 -0.0347 -0.0888 0.000
H 7.763820 2.774972 -2.055276 -0.2014 0.0453 -0.0850 0.000
H 6.910016 3.127571 0.275233 0.1340 0.2441 0.0201 0.000
H 5.114329 1.641335 1.172106 0.3091 0.0362 0.0505 0.001
```
Positions in Å, forces in eV/Å.

Summary:
Multiplicity = 4
<S²> = 4.1815
Charge = +2
Gap between HOMO and LUMO (spin up / spin down) = 2.9 / 3.9 eV
HOMO (spin up / spin down) = -11.3 / -11.3 eV

***

| no. | calculated total energy (eV) | maximum force (eV/A) |
| --- | --- | --- |
| 1 | -26533.4305 | 0.33 |
| 2 | -11179.7082 | 6.06 |
| 3 | -134524.7996 | 8.12 |